Record 1
ORCA calculation (wB97M-V/def2-TZVPD) on a molecular structure, C6H11N3.

Atoms and positions in Å:
C: 0.9507 0.7075 -0.9124
C: 0.5020 2.0731 1.1213
C: -1.6703 0.0626 1.1988
N: 0.6964 0.7687 0.5352
C: -0.3666 -0.2002 0.5129
C: 0.2640 -1.6987 -0.6795
N: 0.5170 -2.8371 -1.3690
C: -0.1058 -0.3682 -1.2060
N: 0.1491 -1.5594 0.6070
H: 0.8528 -2.7540 -2.3133
H: 0.8338 -3.6293 -0.8343
H: 0.6802 1.6526 -1.3944
H: 1.9895 0.4602 -1.1533
H: -0.7186 -0.2649 -2.0967
H: 0.2458 1.9640 2.1740
H: -0.2837 2.6632 0.6218
H: 1.4389 2.6269 1.0508
H: -2.0812 1.0325 0.9264
H: -2.3714 -0.7251 0.9317
H: -1.5228 0.0255 2.2792

Computed properties:
Total charge = 0
Energy = -10868.64190 eV



Record 2
ORCA calculation (wB97M-V/def2-TZVPD) on a molecular structure, C6H11N3.

Atoms and positions in Å:
C: 1.4195 0.7420 0.6698
N: 0.0005 0.5168 0.4487
C: -0.7405 1.8712 -0.5880
C: -0.4719 -0.5769 -0.0714
N: 0.1258 2.4521 -1.4647
C: -0.0557 -1.8004 1.3423
C: -1.1460 -1.0896 -1.0830
C: 0.7036 -2.8615 1.1637
N: -1.8936 2.3130 -0.3639
H: -0.2291 3.2547 -1.9708
H: 0.7663 1.8474 -1.9517
H: -2.4710 1.7458 0.2473
H: -0.5994 -1.5648 2.2498
H: 1.7442 0.0880 1.4773
H: 1.5546 1.7874 0.9468
H: 2.0298 0.5320 -0.2140
H: -1.4790 -0.4809 -1.9088
H: -1.3572 -2.1466 -1.1031
H: 0.8475 -3.6159 1.9335
H: 1.2517 -3.0140 0.2402

Computed properties:
Total charge = 0
Energy = -10866.19090 eV



Record 3
ORCA calculation (wB97M-V/def2-TZVPD) on C6H11N3 in the gas phase.

Atoms and positions in Å:
N: -2.8199 -0.3198 -0.0745
C: -1.4227 -0.0958 -0.3737
C: -1.0985 1.3686 -0.0990
N: 0.2408 1.0415 0.3831
C: 1.5059 1.4795 -0.0016
N: 2.4208 0.5915 -0.1854
C: 2.3333 -0.8470 -0.0257
C: 0.7371 -1.3467 -0.1160
C: -0.1960 -0.3857 0.4830
H: -2.9464 -1.3523 -0.0648
H: -2.9885 0.0929 0.8322
H: -1.2541 -0.1374 -1.4584
H: -1.7085 1.7174 0.7764
H: -1.2401 1.9620 -1.0156
H: 1.8834 2.5846 -0.2270
H: 3.0508 -1.2488 -0.8018
H: 2.8392 -0.9848 1.0917
H: 0.5790 -1.2710 -1.1407
H: 0.4912 -2.2496 0.4887
H: -0.4069 -0.5991 1.5291

Computed properties:
Total charge = 0
SMILES = N[C@H]1CN2C=NCC[C@H]12
Energy = -10867.49387 eV



Taking the records one at a time from the top gives E_HOMO values of -8.02, -8.30, -8.18 eV.
Taking the records one at a time from the top gives max |F| values of 2.49, 7.39, 4.05 eV/Å.
Taking the records one at a time from the top gives ΔE to the lowest compared entry with this formula, charge and spin values of 210.0, 446.5, 320.8 kJ/mol.